No. 1
{
  "formula": "H2NO5PS",
  "method": "ωB97M-V/def2-TZVPD",
  "symbols": ["N", "O", "O", "O", "O", "O", "P", "S", "H", "H"],
  "xyz": [[-1.5450, -0.1370, -0.0709], [-0.6216, 2.3553, 0.4239], [2.6554, -0.7361, -0.1838], [0.4799, -1.8534, -0.3340], [0.4666, 0.9339, -1.3898], [0.7789, 0.0023, 1.1212], [-0.4157, 1.0807, -0.2017], [1.3290, -0.8262, 0.0826], [-1.0610, -1.0648, -0.1362], [-2.0665, 0.2451, 0.6886]],
  "lowdin_charge": [-0.0323, -0.2190, -0.1217, -0.1980, -0.2637, -0.2678, 0.3714, 0.6318, 0.0436, 0.0556],
  "homo_ev": -11.567,
  "relative_energy_kj_mol": 201.36
}

---

No. 2
{
  "formula": "C36H37BeNP2S",
  "method": "ωB97M-V/def2-TZVPD",
  "symbols": ["Be", "C", "C", "C", "C", "C", "C", "C", "C", "C", "H", "H", "H", "H", "H", "H", "H", "H", "H", "H", "H", "H", "H", "H", "H", "P", "P", "C", "C", "C", "C", "C", "C", "C", "C", "C", "C", "C", "C", "C", "C", "C", "C", "C", "C", "C", "C", "C", "C", "C", "C", "C", "C", "H", "H", "H", "H", "H", "H", "H", "H", "H", "H", "H", "H", "H", "H", "H", "H", "H", "H", "H", "H", "H", "H", "S", "C", "N"],
  "xyz": [[-1.3897, -1.0443, -3.1422], [0.1665, 2.5748, 1.7354], [0.4062, 3.7747, 1.2020], [1.6721, 4.2580, 0.5328], [1.6626, 3.9478, -0.9941], [1.7672, 2.5103, -1.3854], [2.0839, 1.4726, -0.6052], [2.4026, 1.4599, 0.8549], [1.1931, 1.4652, 1.8334], [-0.3795, -1.9019, -4.1792], [-0.8009, 2.4030, 2.1899], [-0.3910, 4.5302, 1.2024], [2.6243, 3.9469, 1.0059], [1.6490, 5.3673, 0.6159], [0.7536, 4.4092, -1.4198], [2.5163, 4.4700, -1.4556], [1.6683, 2.3223, -2.4554], [2.0885, 0.4749, -1.0806], [3.1157, 2.2427, 1.1393], [2.9252, 0.5100, 1.0081], [0.6958, 0.4732, 1.7275], [1.6161, 1.5281, 2.8568], [-0.3759, -2.9427, -4.5907], [0.5808, -1.8743, -3.6381], [-0.2092, -1.3144, -5.0864], [-1.8373, 4.9930, -6.9533], [0.3046, 3.4391, -8.3936], [-0.2240, 5.7848, -7.1076], [0.7110, 5.1394, -7.8544], [-2.8949, 6.3778, -7.5512], [-2.4930, 7.7232, -7.5894], [-3.3710, 8.7262, -8.0408], [-4.6562, 8.3867, -8.4763], [-5.0534, 7.0401, -8.4886], [-4.1769, 6.0471, -8.0518], [-2.0306, 5.0454, -5.1027], [-1.3648, 4.0379, -4.3744], [-1.4593, 4.0212, -2.9861], [-2.2320, 4.9750, -2.3189], [-2.8918, 5.9739, -3.0537], [-2.7978, 6.0070, -4.4477], [0.7825, 3.6937, -10.1733], [-0.0004, 4.5772, -10.9503], [0.3572, 4.8832, -12.2675], [1.4983, 4.2964, -12.8340], [2.2891, 3.4287, -12.0739], [1.9222, 3.1218, -10.7550], [1.7620, 2.5465, -7.7314], [1.7071, 1.1483, -7.8073], [2.7923, 0.3876, -7.3867], [3.9307, 1.0169, -6.8692], [3.9782, 2.4130, -6.7656], [2.8808, 3.1793, -7.1812], [-0.0372, 6.7428, -6.6166], [1.6673, 5.5758, -8.1805], [-1.4951, 8.0203, -7.2716], [-3.0452, 9.7755, -8.0371], [-5.3424, 9.1719, -8.8009], [-6.0595, 6.7866, -8.8319], [-4.4914, 5.0081, -8.0874], [-0.7741, 3.2834, -4.9029], [-0.9356, 3.2556, -2.4214], [-2.3214, 4.9613, -1.2321], [-3.4901, 6.7326, -2.5582], [-3.3040, 6.7830, -5.0290], [-0.8781, 5.0620, -10.5111], [-0.2546, 5.5623, -12.8693], [1.7730, 4.5169, -13.8684], [3.1813, 2.9740, -12.5113], [2.5670, 2.4518, -10.1788], [0.8100, 0.6614, -8.1988], [2.7527, -0.6958, -7.4451], [4.7839, 0.4240, -6.5135], [4.8471, 2.9182, -6.3452], [2.9020, 4.2736, -7.0746], [-0.0632, -1.8211, 0.8031], [-0.8860, -1.6757, -0.5369], [-1.3453, -1.4687, -1.6392]],
  "lowdin_charge": [0.4640, -0.1014, -0.1188, -0.1957, -0.1915, -0.1249, -0.1075, -0.2082, -0.1893, -0.1917, 0.0957, 0.0987, 0.1000, 0.1098, 0.0891, 0.1147, 0.0965, 0.1023, 0.0935, 0.1045, 0.0256, 0.1175, 0.0173, -0.0002, -0.0355, 0.9808, 0.9849, -0.3386, -0.3363, -0.3943, -0.0991, -0.0832, -0.0913, -0.0892, -0.1073, -0.3646, -0.1029, -0.1054, -0.0847, -0.0794, -0.0897, -0.3664, -0.1070, -0.0906, -0.0988, -0.0875, -0.0903, -0.4155, -0.1251, -0.0895, -0.0877, -0.0808, -0.0914, 0.0715, 0.0831, 0.0867, 0.1056, 0.1018, 0.1032, 0.0952, 0.0979, 0.0872, 0.1004, 0.1003, 0.0996, 0.0991, 0.1029, 0.1001, 0.1022, 0.0977, 0.1025, 0.1016, 0.1054, 0.1020, 0.0917, 0.6878, -0.8544, -0.0049],
  "homo_ev": -7.657,
  "relative_energy_kj_mol": 0.00
}

---

No. 3
{
  "formula": "C4H14O3",
  "method": "ωB97M-V/def2-TZVPD",
  "symbols": ["C", "C", "C", "C", "H", "H", "H", "H", "H", "H", "H", "H", "H", "H", "O", "H", "H", "O", "H", "H", "O"],
  "xyz": [[1.3986, 0.4406, 0.3794], [0.8904, -0.5866, 1.1747], [-0.4102, -0.5640, 1.9957], [2.6920, 0.6105, -0.3381], [0.6508, 1.2789, 0.4757], [1.6364, -1.3299, 1.3719], [-0.4605, -1.4760, 2.5871], [-0.3798, 0.3131, 2.7228], [-1.3554, -0.4483, 1.4631], [3.2261, -0.2929, -0.7336], [3.4359, 1.1138, 0.4898], [2.5905, 1.3614, -1.1221], [-3.5582, -0.0922, -1.5521], [-2.1374, -0.7089, -1.0950], [-2.6249, 0.0780, -1.4212], [-0.1574, -1.4737, -1.5525], [-0.5240, -2.2667, -0.3624], [-0.7950, -2.1922, -1.3287], [-1.6789, 1.5550, -0.5796], [-1.4627, 2.5907, -1.6353], [-0.9762, 2.0894, -0.9395]],
  "lowdin_charge": [-0.1974, -0.1884, -0.1137, -0.1189, 0.0941, 0.0778, 0.0585, 0.0946, 0.0526, 0.0787, 0.1282, 0.0573, 0.0488, 0.0196, -0.0715, 0.0569, 0.0596, -0.0878, -0.0153, 0.0582, -0.0919],
  "homo_ev": -8.905,
  "relative_energy_kj_mol": 171.19,
  "smiles": "C/C=C/C.O.O.O"
}

---

No. 4
{
  "formula": "C9H7N6O5S",
  "method": "ωB97M-V/def2-TZVPD",
  "symbols": ["C", "C", "O", "N", "C", "S", "N", "C", "O", "H", "H", "H", "C", "O", "C", "N", "C", "N", "O", "N", "O", "C", "C", "N", "H", "H", "H", "H"],
  "xyz": [[-1.8014, -0.4612, 1.8109], [-0.9093, -1.4939, 2.5950], [-1.3794, -2.5597, 2.9860], [0.3702, -1.1186, 3.0300], [1.0184, 0.0923, 2.8591], [2.6881, 0.2833, 2.8726], [0.0936, 1.0902, 2.6130], [-1.2157, 0.9413, 2.1294], [-1.9323, 1.9382, 2.0425], [-2.7265, -0.5178, 2.3778], [0.9960, -1.8744, 3.3238], [0.4701, 2.0481, 2.5960], [0.8026, -0.3125, -1.9670], [-0.0680, -1.4202, -2.2861], [-1.1578, -1.5074, -1.5020], [-2.0490, -2.4617, -1.9226], [-3.1949, -2.4308, -1.2884], [-4.3429, -3.1814, -1.5906], [-5.2857, -2.7157, -0.7012], [-4.7090, -1.6461, 0.1796], [-5.4299, -1.1351, 1.0041], [-3.3912, -1.5344, -0.1583], [-2.2935, -0.5750, 0.4406], [-1.1847, -0.6811, -0.4846], [1.6426, -0.4477, -2.6522], [0.2974, 0.6422, -2.1606], [1.1290, -0.3625, -0.9193], [-2.9741, 0.3492, 0.4144]],
  "lowdin_charge": [-0.0990, -0.3247, 0.0884, 0.1011, -0.8278, 0.5894, 0.1090, -0.3405, 0.0804, 0.1607, 0.1444, 0.1525, -0.0898, -0.0711, -0.4619, 0.1198, -0.3426, 0.0541, -0.0810, -0.2072, -0.0029, -0.0135, -0.2399, 0.1040, 0.0776, 0.0838, 0.0713, 0.1654],
  "total_charge": -1,
  "homo_ev": -4.130
}

---

> Number 1 is which compound?

H2NO5PS